(1)
{
  "formula": "C4H6ClNOS",
  "method": "wB97M-V/def2-TZVPD",
  "smiles": "O=C1NSCC[C@@H]1Cl",
  "spin_multiplicity": 1,
  "homo_energy_ev": -8.80,
  "mol_weight_g_mol": 151.6,
  "symbols": ["O", "C", "N", "S", "C", "C", "C", "Cl", "H", "H", "H", "H", "H", "H"],
  "coordinates": [[1.43, 0.05, 2.34], [0.87, -0.14, 1.28], [1.12, -1.25, 0.53], [0.07, -1.98, -0.65], [-0.48, -0.45, -1.42], [-1.07, 0.48, -0.36], [-0.03, 0.94, 0.66], [1.08, 2.14, -0.11], [1.77, -1.91, 0.96], [0.36, 0.05, -1.96], [-1.24, -0.72, -2.15], [-1.53, 1.38, -0.79], [-1.86, -0.06, 0.18], [-0.49, 1.46, 1.48]],
  "mulliken_charge": [-0.598, 0.322, -0.226, -0.023, -0.608, -0.792, 0.139, -0.175, 0.274, 0.325, 0.365, 0.345, 0.312, 0.340]
}



(2)
{
  "formula": "C4H6ClNS",
  "method": "wB97M-V/def2-TZVPD",
  "smiles": "C[C@@]1(Cl)C=CSN1",
  "spin_multiplicity": 1,
  "homo_energy_ev": -8.13,
  "mol_weight_g_mol": 135.6,
  "symbols": ["C", "C", "Cl", "C", "C", "S", "N", "H", "H", "H", "H", "H", "H"],
  "coordinates": [[1.41, 0.05, -1.17], [-0.18, 0.34, -0.33], [-1.09, 1.39, -1.53], [-0.93, -0.86, 0.04], [-1.30, -0.89, 1.34], [-0.76, 0.48, 2.30], [0.29, 0.85, 0.88], [1.27, -0.98, -1.44], [2.18, 0.20, -0.39], [1.41, 0.86, -1.90], [-1.08, -1.68, -0.74], [-1.78, -1.56, 1.97], [0.55, 1.81, 0.97]],
  "mulliken_charge": [-1.038, 0.684, -0.237, -0.740, -0.167, -0.048, -0.387, 0.325, 0.288, 0.357, 0.278, 0.405, 0.280]
}



(3)
{
  "formula": "C4H6ClNS2",
  "method": "wB97M-V/def2-TZVPD",
  "spin_multiplicity": 1,
  "homo_energy_ev": [-9.25, -7.33],
  "mol_weight_g_mol": 167.7,
  "symbols": ["C", "C", "C", "C", "N", "S", "S", "Cl", "H", "H", "H", "H", "H", "H"],
  "coordinates": [[-0.48, 1.01, 0.56], [0.88, 0.98, 0.01], [-2.78, 0.54, 0.07], [1.29, -0.44, -0.06], [-1.65, 1.04, -0.06], [2.16, 1.94, 0.85], [-3.05, -0.74, 1.26], [-4.10, 1.08, -0.82], [-0.34, 0.91, 1.58], [0.87, 1.39, -1.11], [0.91, -1.10, 0.86], [2.34, -0.35, -0.08], [0.77, -0.86, -0.92], [-4.20, -1.26, 1.02]],
  "mulliken_charge": [-0.524, 0.013, 0.536, -0.987, -0.392, -0.074, -0.222, -0.146, 0.489, 0.252, 0.226, 0.387, 0.313, 0.128]
}



(4)
{
  "formula": "C4H6F2S",
  "method": "wB97M-V/def2-TZVPD",
  "smiles": "FCC1(CF)CS1",
  "spin_multiplicity": 1,
  "homo_energy_ev": -9.29,
  "mol_weight_g_mol": 124.2,
  "symbols": ["F", "C", "C", "C", "F", "C", "S", "H", "H", "H", "H", "H", "H"],
  "coordinates": [[-1.47, 1.52, -0.85], [-0.51, 1.28, 0.14], [0.18, 0.03, -0.17], [-0.78, -1.13, -0.17], [-1.80, -0.97, -1.08], [1.52, -0.26, 0.35], [1.46, 0.24, -1.37], [0.21, 2.13, 0.23], [-1.14, 1.31, 1.02], [-1.28, -1.23, 0.78], [-0.21, -2.05, -0.41], [2.00, 0.40, 1.08], [1.84, -1.28, 0.44]],
  "mulliken_charge": [-0.273, -0.458, 0.987, -0.486, -0.269, -1.149, -0.133, 0.327, 0.248, 0.271, 0.311, 0.288, 0.335]
}